Molecular formula: C4H2Cl3OP
Method: DFT, the ωB97M-V functional and the def2-TZVPD basis

Properties
energy relative to the best compared isomer or geometry (same formula, charge and spin) = 1.551 eV
strongest force on any atom = 3.737 eV Å⁻¹
total charge = 0
HOMO (alpha / beta) = -8.73 / -8.62 eV
frontier orbital gap (alpha / beta) = 7.782 / 7.694 eV
E_LUMO (alpha / beta) = -0.94 / -0.93 eV
E_tot = -53078.6259 eV

Geometry (Å):
C  -2.093  1.000  -1.177
C  -0.838  0.993  -0.806
C  -3.367  -0.726  0.092
C  -0.093  0.110  0.106
O  -0.866  -0.798  1.055
P  -2.354  -1.432  1.162
Cl  -3.228  1.962  -1.919
Cl  0.204  2.284  -1.338
Cl  -4.740  -1.022  -0.716
H  0.700  -0.360  -0.474
H  0.369  0.693  0.945

Cartesian forces (eV/Å) of the 6 atoms listed first:
-1.51 -2.53 2.30
-1.13 1.08 -0.46
2.81 1.85 -1.39
-0.53 -0.34 3.03
0.68 0.51 -1.63
0.31 -0.06 0.01

Want to see where the charge sits? The Löwdin charges in e are: atom 1 (C): -0.631, atom 2 (C): -0.775, atom 3 (C): -0.982, atom 4 (C): -0.213, atom 5 (O): -0.478, atom 6 (P): 0.846, atom 7 (Cl): 0.687, atom 8 (Cl): 0.675, atom 9 (Cl): 0.621, atom 10 (H): 0.118, atom 11 (H): 0.132



Molecular formula: CH3Cl2OPS
Method: DFT, the ωB97M-V functional and the def2-TZVPD basis

Properties
energy relative to the best compared isomer or geometry (same formula, charge and spin) = 4.274 eV
strongest force on any atom = 4.381 eV Å⁻¹
total charge = 0
HOMO = -9.55 eV
frontier orbital gap = 8.991 eV
E_LUMO = -0.56 eV
structure (SMILES) = O=S(Cl)#[PH]CCl
E_tot = -48300.3785 eV

Geometry (Å):
C  1.302  -0.248  0.300
O  -1.805  1.374  0.469
P  0.048  -0.548  -0.895
S  -1.681  -0.189  0.559
Cl  2.847  0.564  -0.450
Cl  -3.086  -1.044  -0.634
H  1.592  -1.194  0.831
H  0.874  0.436  1.001
H  -0.091  0.849  -1.181

Cartesian forces (eV/Å) of the 6 atoms listed first:
2.50 -0.36 1.25
0.14 -4.13 0.50
-1.60 0.13 -1.60
0.65 4.31 -0.47
-1.77 -1.01 0.75
-0.34 -0.16 -0.32

Want to see where the charge sits? The Löwdin charges in e are: atom 1 (C): -0.893, atom 2 (O): -0.658, atom 3 (P): 0.664, atom 4 (S): 0.316, atom 5 (Cl): 0.416, atom 6 (Cl): 0.157, atom 7 (H): 0.053, atom 8 (H): -0.006, atom 9 (H): -0.049



Molecular formula: C31H41I2N6O6PReS3
Method: DFT, the ωB97M-V functional and the def2-TZVPD basis

Properties
2S+1 = 2
energy relative to the best compared isomer or geometry (same formula, charge and spin) = 1.541 eV
strongest force on any atom = 0.627 eV Å⁻¹
total charge = 0
HOMO (alpha / beta) = -7.95 / -8.10 eV
frontier orbital gap (alpha / beta) = 6.340 / 6.894 eV
E_LUMO (alpha / beta) = -1.61 / -1.21 eV
⟨S²⟩ = 0.82
E_tot = -114166.5827 eV

Geometry (Å):
Re  0.314  0.293  0.182
C  4.310  0.858  -1.195
C  2.883  0.411  -1.281
N  1.973  1.085  -0.551
N  2.265  2.451  -0.495
C  1.200  3.161  -0.421
S  -0.393  2.446  -0.437
S  1.217  4.888  -0.273
C  2.975  5.314  -0.469
C  3.363  5.562  -1.901
C  3.891  4.543  -2.689
C  4.231  4.777  -4.013
C  4.049  6.036  -4.568
C  3.529  7.061  -3.789
C  3.191  6.824  -2.465
C  2.488  -0.613  -2.172
C  3.454  -1.196  -3.028
C  3.098  -2.017  -4.058
C  1.737  -2.293  -4.288
C  0.771  -1.773  -3.473
C  1.119  -0.969  -2.365
O  0.151  -0.615  -1.569
H  4.434  1.544  -0.364
H  4.631  1.346  -2.118
H  4.943  -0.017  -1.042
H  3.565  4.536  0.012
H  3.087  6.226  0.119
H  4.023  3.565  -2.246
H  4.641  3.975  -4.615
H  4.316  6.221  -5.601
H  3.391  8.048  -4.212
H  2.784  7.629  -1.860
H  4.500  -0.977  -2.864
H  3.855  -2.455  -4.695
H  1.454  -2.935  -5.113
H  -0.279  -1.999  -3.612
C  -1.467  -7.862  0.861
C  -0.705  -6.566  0.898
C  -0.965  -5.554  -0.024
C  -0.275  -4.354  0.027
C  0.680  -4.159  1.012
C  0.967  -5.155  1.931
C  0.274  -6.353  1.868
S  1.579  -2.632  1.026
O  2.080  -2.426  -0.309
O  2.529  -2.712  2.104
N  0.457  -1.501  1.317
C  -0.063  -1.683  2.685
C  -1.423  -1.023  2.889
O  -2.431  -1.722  2.938
O  -1.437  0.270  3.039
H  -2.075  -7.938  -0.040
H  -2.133  -7.941  1.724
H  -0.791  -8.717  0.891
H  -1.714  -5.711  -0.792
H  -0.459  -3.573  -0.703
H  1.724  -4.979  2.686
H  0.495  -7.135  2.586
H  0.643  -1.303  3.428
H  -0.208  -2.740  2.880
C  -4.433  0.662  2.537
N  -3.821  1.183  1.316
C  -3.463  2.593  1.417
P  -3.194  0.218  0.153
O  -1.743  -0.203  0.206
N  -3.405  1.123  -1.221
C  -2.701  0.748  -2.442
C  -4.649  1.834  -1.493
N  -4.070  -1.167  0.198
C  -3.479  -2.496  0.150
C  -5.519  -1.137  0.091
H  -5.462  1.031  2.614
H  -3.859  0.995  3.401
H  -4.413  -0.422  2.546
H  -4.355  3.175  1.665
H  -3.047  2.960  0.483
H  -2.721  2.741  2.206
H  -1.808  0.175  -2.209
H  -2.402  1.653  -2.978
H  -3.348  0.154  -3.099
H  -5.169  2.082  -0.571
H  -5.319  1.238  -2.124
H  -4.423  2.763  -2.024
H  -2.400  -2.418  0.235
H  -3.741  -2.998  -0.788
H  -3.835  -3.090  0.994
H  -5.893  -0.119  0.189
H  -5.965  -1.739  0.887
H  -5.853  -1.540  -0.871
I  0.466  1.388  2.778
I  2.975  2.704  2.801

Cartesian forces (eV/Å) of the 6 atoms listed first:
-0.21 -0.14 -0.56
0.04 -0.01 -0.07
-0.01 0.11 0.00
0.05 0.05 -0.18
0.19 -0.12 0.09
0.01 -0.16 -0.02

Want to see where the charge sits? The Löwdin charges in e are: atom 1 (Re): 1.164, atom 2 (C): -0.005, atom 3 (C): -0.187, atom 4 (N): -0.205, atom 5 (N): -0.087, atom 6 (C): -1.108, atom 7 (S): 0.620, atom 8 (S): 0.910, atom 9 (C): -0.409, atom 10 (C): -0.292, atom 11 (C): -0.042, atom 12 (C): -0.080, atom 13 (C): -0.094, atom 14 (C): -0.084, atom 15 (C): -0.052, atom 16 (C): -0.130, atom 17 (C): -0.015, atom 18 (C): -0.066, atom 19 (C): -0.051, atom 20 (C): 0.005, atom 21 (C): -0.310, atom 22 (O): -0.221, atom 23 (H): 0.070, atom 24 (H): 0.093, atom 25 (H): 0.100, atom 26 (H): 0.052, atom 27 (H): 0.081, atom 28 (H): 0.083, atom 29 (H): 0.101, atom 30 (H): 0.101, atom 31 (H): 0.103, atom 32 (H): 0.114, atom 33 (H): 0.111, atom 34 (H): 0.106, atom 35 (H): 0.111, atom 36 (H): 0.122, atom 37 (C): -0.050, atom 38 (C): -0.265, atom 39 (C): -0.031, atom 40 (C): -0.052, atom 41 (C): -0.287, atom 42 (C): -0.044, atom 43 (C): -0.030, atom 44 (S): 0.596, atom 45 (O): -0.290, atom 46 (O): -0.284, atom 47 (N): -0.364, atom 48 (C): -0.256, atom 49 (C): -0.664, atom 50 (O): 0.044, atom 51 (O): -0.436, atom 52 (H): 0.074, atom 53 (H): 0.085, atom 54 (H): 0.081, atom 55 (H): 0.112, atom 56 (H): 0.112, atom 57 (H): 0.117, atom 58 (H): 0.118, atom 59 (H): 0.075, atom 60 (H): 0.112, atom 61 (C): -0.095, atom 62 (N): -0.288, atom 63 (C): -0.107, atom 64 (P): 0.579, atom 65 (O): -0.443, atom 66 (N): -0.301, atom 67 (C): -0.109, atom 68 (C): -0.108, atom 69 (N): -0.287, atom 70 (C): -0.091, atom 71 (C): -0.099, atom 72 (H): 0.088, atom 73 (H): 0.084, atom 74 (H): 0.066, atom 75 (H): 0.091, atom 76 (H): 0.041, atom 77 (H): 0.078, atom 78 (H): 0.042, atom 79 (H): 0.086, atom 80 (H): 0.089, atom 81 (H): 0.069, atom 82 (H): 0.085, atom 83 (H): 0.091, atom 84 (H): 0.053, atom 85 (H): 0.087, atom 86 (H): 0.091, atom 87 (H): 0.069, atom 88 (H): 0.091, atom 89 (H): 0.087, atom 90 (I): 0.846, atom 91 (I): 0.035



Molecular formula: C3H8N2O
Method: DFT, the ωB97M-V functional and the def2-TZVPD basis

Properties
energy relative to the best compared isomer or geometry (same formula, charge and spin) = 1.258 eV
strongest force on any atom = 3.882 eV Å⁻¹
total charge = 0
HOMO = -8.97 eV
frontier orbital gap = 9.909 eV
E_LUMO = 0.94 eV
structure (SMILES) = [H]/N=C(/O)NCC
E_tot = -8268.0679 eV

Geometry (Å):
C  -1.023  0.414  -0.572
C  -0.032  -0.417  -1.656
N  -0.747  -0.053  0.734
C  0.537  0.050  1.254
O  0.862  -1.084  1.923
N  1.265  1.076  1.382
H  1.669  -0.898  2.425
H  -1.228  -0.897  1.013
H  0.975  1.867  0.811
H  -0.659  1.431  -0.707
H  -2.085  0.296  -0.800
H  1.037  -0.433  -1.453
H  -0.421  -1.431  -1.733
H  -0.150  0.078  -2.622

Cartesian forces (eV/Å) of the 6 atoms listed first:
2.85 -1.15 -2.37
-2.39 1.07 0.41
0.13 -0.42 1.01
-0.98 0.38 1.35
-0.01 -0.13 -0.03
0.74 -0.06 -0.97

Want to see where the charge sits? The Löwdin charges in e are: atom 1 (C): -0.200, atom 2 (C): -0.056, atom 3 (N): -0.003, atom 4 (C): -0.586, atom 5 (O): 0.061, atom 6 (N): 0.137, atom 7 (H): 0.113, atom 8 (H): 0.133, atom 9 (H): 0.046, atom 10 (H): 0.090, atom 11 (H): 0.110, atom 12 (H): 0.056, atom 13 (H): 0.051, atom 14 (H): 0.049



Q: What is the formula in the third record?
A: C31H41I2N6O6PReS3